Entry 1:
DFT (ωB97M-V/def2-TZVPD) results for a structure of composition C39H46OP2Pb in a non-equilibrium geometry.

Geometry as ORCA input:
```
! wB97M-V def2-TZVPD RIJCOSX def2/J DEFGRID3
* xyz 2 1
Pb -2.89 -1.18 -0.63
C -2.99 -1.77 -2.79
C -1.77 -1.09 -2.97
C -1.68 0.23 -3.66
C -2.63 1.29 -3.13
C -3.00 1.06 -1.69
C -4.23 0.56 -1.27
C -5.09 -0.41 -2.08
C -4.37 -1.21 -3.17
C 1.09 1.50 2.68
H -2.95 -2.87 -2.72
H -0.82 -1.63 -2.99
H -1.85 0.12 -4.74
H -0.66 0.62 -3.58
H -2.15 2.28 -3.20
H -3.51 1.37 -3.78
H -2.43 1.64 -0.98
H -4.78 1.06 -0.46
H -5.91 0.17 -2.51
H -5.59 -1.10 -1.36
H -5.00 -2.08 -3.36
H -4.33 -0.62 -4.09
H 0.55 0.62 3.03
H 1.35 2.17 3.51
H 2.03 1.17 2.22
P 1.57 -1.29 -0.14
P 0.04 2.29 1.46
C 0.65 0.18 -0.53
C 0.43 1.46 -0.08
C 3.03 -1.33 -1.17
C 2.84 -0.97 -2.53
C 3.86 -1.15 -3.46
C 5.09 -1.67 -3.01
C 5.29 -2.04 -1.68
C 4.25 -1.90 -0.76
C 0.68 -2.82 -0.60
C -0.75 -3.03 -0.52
C -1.24 -4.34 -0.24
C -0.64 -5.32 -1.02
C 0.53 -5.00 -1.73
C 1.22 -3.78 -1.50
C 0.44 4.09 1.51
C 1.65 4.50 0.90
C 2.13 5.79 1.12
C 1.36 6.69 1.86
C 0.10 6.34 2.36
C -0.37 5.04 2.17
C -1.71 2.13 1.96
C -2.09 1.17 2.92
C -3.45 0.97 3.19
C -4.44 1.71 2.55
C -4.07 2.68 1.62
C -2.72 2.90 1.34
H 0.29 0.06 -1.56
H 0.34 2.23 -0.87
H 1.89 -0.55 -2.86
H 3.70 -0.90 -4.52
H 5.90 -1.81 -3.73
H 6.25 -2.46 -1.33
H 4.39 -2.23 0.27
H -1.15 -2.74 -1.54
H -2.06 -4.54 0.47
H -1.08 -6.33 -1.09
H 0.91 -5.68 -2.49
H 2.13 -3.54 -2.07
H 2.20 3.79 0.27
H 3.11 6.08 0.72
H 1.74 7.70 2.04
H -0.52 7.07 2.91
H -1.37 4.76 2.54
H -1.34 0.62 3.47
H -3.73 0.21 3.92
H -5.50 1.53 2.77
H -4.83 3.27 1.12
H -2.44 3.71 0.66
C 3.05 -3.19 2.28
C 2.73 -1.72 2.44
C 2.04 -1.57 3.78
C 3.93 -0.78 2.38
O 1.72 -1.26 1.43
H 3.90 -3.44 2.93
H 3.29 -3.50 1.26
H 2.19 -3.78 2.60
H 2.76 -1.83 4.58
H 1.68 -0.54 3.94
H 1.16 -2.23 3.83
H 4.33 -0.67 1.37
H 3.62 0.21 2.73
H 4.74 -1.14 3.04
*
```

As for the LUMO energy (spin up / spin down): -6.4 / -6.1 eV. The value obtained for the highest occupied orbital energy (spin up / spin down) is -0.392 / -0.405 Eh.

Entry 2:
DFT (ωB97M-V/def2-TZVPD) results for a structure of composition C39H46OP2Pd in a non-equilibrium geometry.

Geometry as ORCA input:
```
! wB97M-V def2-TZVPD RIJCOSX def2/J DEFGRID3
* xyz 0 3
Pd 2.84 1.59 -0.40
C -0.46 -0.73 1.29
C 0.95 -0.44 1.37
C 1.92 -1.49 1.45
C 2.03 -2.59 0.35
C 1.32 -2.39 -0.93
C -0.01 -2.49 -1.10
C -0.92 -2.98 0.00
C -0.84 -2.20 1.32
C 1.15 1.07 -1.12
H -0.89 -0.27 2.19
H 1.21 0.45 1.99
H 1.72 -1.97 2.43
H 2.90 -1.05 1.60
H 3.10 -2.66 0.07
H 1.77 -3.59 0.78
H 1.89 -1.98 -1.76
H -0.52 -2.36 -2.07
H -0.66 -4.03 0.28
H -1.97 -3.01 -0.35
H -1.83 -2.26 1.84
H -0.14 -2.71 1.99
H 0.29 1.72 -1.02
H 0.74 0.08 -1.38
H 1.52 1.47 -2.10
P 9.04 0.98 -0.29
P 8.87 -0.12 -3.15
C 9.45 -0.76 -0.55
C 9.47 -1.22 -1.83
C 10.48 1.51 0.76
C 11.31 0.62 1.44
C 12.36 1.10 2.23
C 12.61 2.47 2.31
C 11.81 3.36 1.58
C 10.75 2.88 0.80
C 7.67 0.77 0.90
C 6.47 0.28 0.35
C 5.37 0.04 1.18
C 5.46 0.31 2.55
C 6.64 0.81 3.10
C 7.75 1.06 2.28
C 10.28 -0.43 -4.36
C 11.55 0.09 -4.05
C 12.65 -0.16 -4.87
C 12.52 -0.94 -6.03
C 11.25 -1.44 -6.36
C 10.14 -1.18 -5.54
C 7.56 -1.18 -3.86
C 6.70 -0.55 -4.79
C 5.72 -1.30 -5.43
C 5.57 -2.65 -5.14
C 6.39 -3.27 -4.19
C 7.38 -2.52 -3.53
H 9.69 -1.39 0.31
H 9.92 -2.17 -2.14
H 11.15 -0.45 1.36
H 12.99 0.39 2.77
H 13.45 2.84 2.93
H 12.02 4.43 1.63
H 10.14 3.58 0.23
H 6.42 0.08 -0.73
H 4.45 -0.31 0.71
H 4.59 0.14 3.17
H 6.70 1.01 4.17
H 8.68 1.45 2.71
H 11.67 0.69 -3.14
H 13.63 0.24 -4.60
H 13.39 -1.16 -6.66
H 11.14 -2.05 -7.25
H 9.18 -1.58 -5.83
H 6.82 0.51 -5.01
H 5.07 -0.82 -6.17
H 4.82 -3.25 -5.65
H 6.29 -4.32 -3.95
H 8.00 -2.99 -2.77
C -3.04 0.24 1.81
C -2.52 0.24 0.38
C -3.32 -0.76 -0.47
C -2.75 1.63 -0.21
O -1.13 -0.04 0.24
H -4.09 0.55 1.79
H -2.50 0.96 2.43
H -3.01 -0.75 2.28
H -4.34 -0.34 -0.58
H -2.87 -0.88 -1.47
H -3.41 -1.75 0.02
H -2.17 2.37 0.36
H -2.45 1.65 -1.27
H -3.82 1.88 -0.13
*
```

As for the energy relative to the best compared isomer or geometry (same formula, charge and spin): 11.4 kcal per mole. As for the LUMO energy (spin up / spin down): 0.4 / -0.5 eV. The value obtained for the highest occupied orbital energy (spin up / spin down) is -0.245 / -0.281 Eh.

Entry 3:
DFT (ωB97M-V/def2-TZVPD) results for a structure of composition C39H46OP2Pd in a non-equilibrium geometry.

Geometry as ORCA input:
```
! wB97M-V def2-TZVPD RIJCOSX def2/J DEFGRID3
* xyz 2 5
Pd 0.53 -0.36 -1.14
C -4.34 2.37 2.19
C -3.26 2.06 1.20
C -2.13 2.94 1.29
C -1.14 2.49 2.45
C -1.56 1.26 3.23
C -2.53 1.27 4.14
C -3.18 2.56 4.55
C -4.03 3.25 3.46
C -1.24 -0.94 -0.11
H -5.10 2.96 1.62
H -3.51 1.43 0.36
H -2.51 3.95 1.55
H -1.64 3.08 0.32
H -0.19 2.28 1.94
H -0.96 3.35 3.12
H -1.04 0.34 2.94
H -2.86 0.35 4.66
H -2.39 3.26 4.85
H -3.74 2.40 5.48
H -4.98 3.61 3.89
H -3.51 4.17 3.17
H -2.13 -0.73 -0.74
H -1.42 -0.49 0.89
H -1.01 -2.01 0.00
P 2.02 -0.47 -3.23
P 3.04 -2.28 -1.10
C 3.53 0.04 -2.38
C 3.98 -0.76 -1.39
C 2.58 -0.42 -5.04
C 3.58 0.48 -5.41
C 3.95 0.63 -6.75
C 3.37 -0.17 -7.73
C 2.42 -1.12 -7.37
C 2.04 -1.27 -6.03
C 1.23 1.15 -3.07
C 1.19 1.54 -1.68
C -0.09 1.82 -1.11
C -1.20 2.02 -1.98
C -1.08 1.85 -3.36
C 0.10 1.31 -3.90
C 4.62 -3.35 -1.32
C 5.19 -3.42 -2.61
C 6.45 -3.99 -2.81
C 7.16 -4.55 -1.73
C 6.58 -4.53 -0.46
C 5.31 -3.95 -0.27
C 2.95 -2.24 0.73
C 2.29 -3.31 1.37
C 2.25 -3.37 2.77
C 2.85 -2.36 3.53
C 3.47 -1.28 2.89
C 3.50 -1.21 1.50
H 4.03 0.98 -2.68
H 4.95 -0.64 -0.88
H 4.07 1.09 -4.65
H 4.71 1.38 -7.01
H 3.66 -0.04 -8.78
H 1.97 -1.76 -8.14
H 1.32 -2.05 -5.74
H 2.06 1.69 -1.03
H -0.13 2.00 -0.04
H -2.15 2.37 -1.57
H -1.91 2.13 -4.02
H 0.12 1.00 -4.95
H 4.66 -2.99 -3.46
H 6.90 -4.01 -3.81
H 8.15 -4.99 -1.89
H 7.12 -4.95 0.39
H 4.89 -3.96 0.74
H 1.83 -4.10 0.77
H 1.76 -4.21 3.26
H 2.83 -2.41 4.62
H 3.95 -0.50 3.48
H 3.97 -0.36 1.01
C -7.24 2.03 2.74
C -6.20 1.03 3.19
C -6.14 1.06 4.71
C -6.59 -0.37 2.73
O -4.88 1.14 2.64
H -8.19 1.70 3.17
H -7.37 2.06 1.66
H -7.07 3.04 3.12
H -7.08 0.68 5.08
H -5.33 0.42 5.08
H -6.01 2.08 5.09
H -6.60 -0.40 1.63
H -5.86 -1.10 3.11
H -7.58 -0.64 3.11
*
```

As for the LUMO energy (spin up / spin down): -6.2 / -9.8 eV. The value obtained for the highest occupied orbital energy (spin up / spin down) is -0.413 / -0.458 Eh.

Entry 4:
DFT (ωB97M-V/def2-TZVPD) results for a structure of composition C39H47GeI2N4O3SiTa in a non-equilibrium geometry.

Geometry as ORCA input:
```
! wB97M-V def2-TZVPD RIJCOSX def2/J DEFGRID3
* xyz 2 1
Ta -0.28 -0.45 0.67
I 6.88 2.83 1.51
C 5.06 1.84 1.27
C 4.86 1.04 0.15
C 3.66 0.36 0.03
I 3.26 -0.73 -1.71
C 2.67 0.45 1.00
O 1.51 -0.23 0.90
C 2.84 1.34 2.05
C 1.66 1.62 2.95
N 0.46 1.96 2.14
C 0.69 3.12 1.27
C 0.96 2.80 -0.18
C 1.81 3.60 -0.92
C 1.92 3.40 -2.29
C 1.16 2.40 -2.88
C 0.36 1.62 -2.07
N 0.27 1.80 -0.74
C 4.04 2.02 2.19
H 5.62 0.95 -0.61
H 1.92 2.44 3.62
H 1.42 0.75 3.55
H -0.28 2.20 2.78
H 1.52 3.73 1.64
H -0.20 3.76 1.28
H 2.38 4.39 -0.44
H 2.57 4.02 -2.89
H 1.19 2.22 -3.95
H -0.23 0.81 -2.48
H 4.19 2.68 3.03
N 2.99 -4.79 -2.13
C 1.70 -5.13 -1.90
O 1.34 -6.20 -1.46
C 0.69 -4.03 -2.15
C -0.25 -4.10 -3.17
C -1.18 -3.09 -3.30
C -1.16 -2.04 -2.40
N -0.29 -1.99 -1.39
C 0.61 -2.98 -1.26
H 3.69 -5.51 -2.03
H 3.25 -3.94 -2.58
H -0.24 -4.94 -3.86
H -1.93 -3.11 -4.08
H -1.87 -1.23 -2.47
H 1.27 -2.93 -0.40
C -2.80 1.45 3.27
C -3.64 1.68 2.00
C -2.99 2.78 1.15
C -5.05 2.12 2.42
Si -3.73 0.10 0.94
O -2.08 -0.23 0.65
C -4.35 -1.43 1.79
C -3.87 -1.81 3.05
C -4.30 -2.98 3.66
C -5.22 -3.80 3.01
C -5.72 -3.43 1.77
C -5.29 -2.25 1.17
C -4.45 0.49 -0.73
C -3.62 0.64 -1.84
C -4.14 0.99 -3.08
C -5.50 1.20 -3.22
C -6.34 1.06 -2.13
C -5.82 0.70 -0.89
H -2.49 2.41 3.70
H -1.90 0.85 3.07
H -3.38 0.94 4.04
H -2.83 3.67 1.75
H -3.63 3.05 0.32
H -2.03 2.45 0.74
H -4.99 3.04 3.01
H -5.53 1.36 3.03
H -5.67 2.32 1.55
H -3.16 -1.18 3.57
H -3.94 -3.24 4.64
H -5.54 -4.72 3.47
H -6.46 -4.05 1.28
H -5.69 -1.97 0.20
H -2.55 0.51 -1.71
H -3.48 1.11 -3.93
H -5.91 1.47 -4.19
H -7.40 1.23 -2.23
H -6.49 0.59 -0.04
C 2.53 -3.27 1.84
Ge 0.83 -3.12 2.81
C 0.22 -4.85 3.47
C 0.89 -1.76 4.24
C -0.62 -2.50 1.60
H 3.31 -3.52 2.56
H 2.82 -2.34 1.35
H 2.48 -4.08 1.11
H 0.85 -5.20 4.28
H 0.25 -5.59 2.67
H -0.80 -4.78 3.84
H 0.51 -2.20 5.17
H 0.27 -0.89 4.00
H 1.91 -1.42 4.44
H -1.57 -2.43 2.13
H -0.77 -3.19 0.76
*
```

As for the energy relative to the best compared isomer or geometry (same formula, charge and spin): 72.7 kcal per mole. As for the LUMO energy: -7.5 eV. The value obtained for the highest occupied orbital energy is -0.492 Eh.

Entry 5:
DFT (ωB97M-V/def2-TZVPD) results for a cluster of 2 separate species, C39H47N7O4 in total in a non-equilibrium geometry.

Geometry as ORCA input:
```
! wB97M-V def2-TZVPD RIJCOSX def2/J DEFGRID3
* xyz 0 1
C -3.66 -2.76 -5.08
O -4.27 -2.01 -4.06
C -3.40 -1.55 -3.05
C -2.03 -1.82 -3.00
C -1.25 -1.31 -1.99
C -1.80 -0.48 -1.00
C -0.96 0.16 0.01
N -0.89 1.55 0.28
C -1.64 2.56 -0.44
C -2.53 3.38 0.26
C -2.71 3.20 1.75
C -4.14 2.80 2.10
C -2.26 4.46 2.51
C -3.24 4.36 -0.41
C -3.07 4.55 -1.76
C -2.18 3.76 -2.46
C -1.46 2.76 -1.82
C -0.42 1.97 -2.59
C 0.91 2.70 -2.61
C -0.90 1.63 -4.01
N -0.05 1.84 1.25
N 0.48 0.69 1.63
C 1.44 0.58 2.71
C 1.01 0.41 4.04
C -0.46 0.30 4.35
C -0.82 0.99 5.67
C -0.92 -1.16 4.35
C 1.96 0.31 5.05
C 3.31 0.41 4.76
C 3.72 0.57 3.46
C 2.81 0.65 2.42
C 3.27 0.83 1.00
C 4.11 -0.37 0.54
C 4.01 2.15 0.82
C 0.00 -0.41 0.87
C 0.34 -1.72 1.01
C -3.17 -0.21 -1.06
C -3.96 -0.75 -2.05
H -4.42 -3.07 -5.79
H -2.92 -2.14 -5.60
H -3.18 -3.65 -4.67
H -1.59 -2.41 -3.78
H -0.19 -1.50 -1.99
H -2.04 2.37 2.06
H -4.43 1.89 1.57
H -4.27 2.64 3.17
H -4.84 3.58 1.80
H -1.23 4.71 2.28
H -2.88 5.31 2.24
H -2.35 4.33 3.59
H -3.92 4.99 0.13
H -3.62 5.32 -2.28
H -2.03 3.93 -3.51
H -0.28 1.02 -2.05
H 1.28 2.87 -1.59
H 1.67 2.14 -3.15
H 0.81 3.67 -3.09
H -1.90 1.18 -3.98
H -0.96 2.53 -4.62
H -0.23 0.94 -4.51
H -0.99 0.83 3.54
H -0.43 2.01 5.70
H -1.89 1.03 5.84
H -0.38 0.45 6.52
H -0.75 -1.62 3.38
H -0.37 -1.73 5.09
H -1.98 -1.24 4.58
H 1.65 0.16 6.06
H 4.03 0.34 5.55
H 4.78 0.64 3.24
H 2.36 0.86 0.37
H 3.55 -1.30 0.65
H 4.41 -0.27 -0.51
H 5.01 -0.46 1.14
H 3.39 2.99 1.13
H 4.91 2.17 1.43
H 4.32 2.31 -0.21
H 1.09 -2.02 1.72
H -0.15 -2.49 0.46
H -3.61 0.41 -0.30
H -5.01 -0.56 -2.08
C 5.01 -3.35 -3.53
O 4.91 -4.70 -3.22
C 3.73 -4.98 -2.54
N 3.55 -6.23 -2.16
C 2.38 -6.46 -1.52
N 1.90 -7.61 -1.01
O 0.71 -7.40 -0.44
N 0.47 -6.08 -0.61
O -0.56 -5.47 -0.20
C 1.48 -5.44 -1.29
C 1.77 -4.16 -1.72
N 2.89 -3.92 -2.34
H 5.96 -3.18 -4.04
H 4.18 -3.07 -4.18
H 4.98 -2.77 -2.60
H 1.08 -3.35 -1.54
*
```

As for the LUMO energy: -1.5 eV. The value obtained for the highest occupied orbital energy is -0.227 Eh.

no.,DFT total energy (hartree)
1,-2463.664142
2,-2399.254542
3,-2398.631762
4,-4977.531570
5,-2198.316245